The following is a quantum chemistry calculation of a cluster of 2 separate species, F2H2SSi in total in a non-equilibrium geometry, from OMol25.

Calculated values
Molecular weight = 100.165 g/mol
LUMO (alpha / beta) = -1.318 / -1.071 eV
2S+1 = 1
Total charge = 0
Highest occupied orbital energy (alpha / beta) = -10.10 / -9.11 eV
Largest force on an atom = 2.95 eV Å⁻¹
DFT total energy = -24180.8250 eV
Relative energy (zero: lowest compared OMol25 entry of this formula, charge and spin) = 3.142 eV
Gap between HOMO and LUMO (alpha / beta) = 8.7849 / 8.0418 eV

Geometry as XYZ:
```
6
Properties=species:S:1:pos:R:3:nbo_charge:R:1
H -0.555 2.130 1.444 -0.21
S -0.964 -1.820 -0.179 -0.48
H 0.186 -1.708 -1.113 0.21
Si -1.518 0.204 0.076 1.80
F -2.040 0.929 -1.230 -0.66
F -2.718 0.161 1.153 -0.67
```